[1]
ORCA calculation (ωB97M-V with the def2-TZVPD basis set) on a 2-piece molecular cluster, C3H5BrN2 overall in a non-equilibrium geometry.

Properties
LUMO energy (eV): 0.84
SMILES: N/C=C/Br.C#N
Orbital gap (eV): 8.786
Energy above the lowest of the compared OMol25 structures with the same formula, charge and spin (kJ/mol): 39.2

Geometry as ORCA input:
```
! RIJCOSX wB97M-V def2-TZVPD def2/J DEFGRID3
* xyz 0 1
N -0.72 1.80 -0.29
C 0.14 0.90 0.17
C 1.25 0.50 -0.52
Br 2.28 -0.98 0.08
H -0.53 2.46 -1.02
H -1.58 1.91 0.21
H -0.18 0.44 1.07
H 1.46 0.59 -1.59
C -0.66 -2.56 0.61
N -1.50 -2.34 -0.16
H 0.04 -2.72 1.45
*
```


[2]
ORCA calculation (ωB97M-V with the def2-TZVPD basis set) on a 2-piece molecular cluster, C3H7FN overall in a non-equilibrium geometry.

Properties
LUMO energy (alpha / beta) (eV): -4.96 / -7.25
Orbital gap (alpha / beta) (eV): 5.048 / 10.246

Geometry as ORCA input:
```
! RIJCOSX wB97M-V def2-TZVPD def2/J DEFGRID3
* xyz 1 3
C -2.04 0.69 0.12
C 1.74 -0.28 -0.30
C -1.31 -0.07 -0.68
N 1.46 -0.51 0.94
F -0.08 0.33 -1.07
H -1.76 1.66 0.31
H -3.04 0.46 0.40
H 1.89 0.80 -0.56
H 2.19 -0.90 -1.02
H -1.72 -0.95 -1.02
H 0.98 0.19 1.49
H 1.69 -1.42 1.38
*
```


[3]
ORCA calculation (ωB97M-V with the def2-TZVPD basis set) on a 2-piece molecular cluster, CH4ClNO overall in a non-equilibrium geometry.

Properties
LUMO energy (eV): 0.76
Orbital gap (eV): 10.670
Energy above the lowest of the compared OMol25 structures with the same formula, charge and spin (kJ/mol): 200.2

Geometry as ORCA input:
```
! RIJCOSX wB97M-V def2-TZVPD def2/J DEFGRID3
* xyz 0 1
C -0.05 0.43 -0.04
N 0.53 -0.72 0.45
O -0.01 0.77 -1.38
Cl -1.87 0.32 0.51
H 0.43 1.54 0.78
H 0.68 -0.74 1.43
H 0.12 -1.54 0.04
H 0.17 -0.06 -1.78
*
```


[4]
ORCA calculation (ωB97M-V with the def2-TZVPD basis set) on a single C5H7NO2 molecule in a non-equilibrium geometry.

Properties
LUMO energy (alpha / beta) (eV): 0.39 / 0.15
Orbital gap (alpha / beta) (eV): 8.348 / 8.140
Energy above the lowest of the compared OMol25 structures with the same formula, charge and spin (kJ/mol): 568.4

Geometry as ORCA input:
```
! RIJCOSX wB97M-V def2-TZVPD def2/J DEFGRID3
* xyz 0 1
C 1.71 0.14 -0.50
C -0.42 1.08 -0.74
C -1.11 0.37 0.39
C -1.20 -1.05 -0.14
C 2.69 -0.03 0.34
O 0.85 0.91 -1.00
O -2.34 0.95 0.72
N -0.37 -1.98 0.01
H -2.92 0.97 -0.06
H 0.39 -1.79 0.66
H -0.99 1.48 -1.56
H -0.51 0.40 1.30
H -2.03 -1.23 -0.82
H 3.28 -0.93 0.33
H 2.98 0.72 1.07
*
```


[5]
ORCA calculation (ωB97M-V with the def2-TZVPD basis set) on a 14-piece molecular cluster, C84H150N14O12 overall in a non-equilibrium geometry.

Properties
LUMO energy (eV): -1.06
Orbital gap (eV): 6.636
Energy above the lowest of the compared OMol25 structures with the same formula, charge and spin (kJ/mol): 19.1

Geometry as ORCA input:
```
! RIJCOSX wB97M-V def2-TZVPD def2/J DEFGRID3
* xyz 0 1
C -0.63 4.25 -0.79
C -0.90 5.11 -2.00
N -2.02 6.06 -1.78
C -3.35 5.36 -2.00
C -3.71 5.17 -3.45
C -1.77 7.29 -2.50
C -2.80 8.42 -2.21
H -1.49 3.62 -0.56
H -0.45 4.94 0.03
H 0.20 3.58 -0.98
H 0.13 5.44 -2.17
H -1.10 4.34 -2.75
H -3.48 4.49 -1.36
H -4.11 6.01 -1.55
H -4.67 4.65 -3.46
H -3.87 6.07 -4.04
H -3.07 4.51 -4.03
H -1.68 7.08 -3.57
H -0.80 7.70 -2.21
H -2.57 9.44 -2.52
H -3.07 8.35 -1.15
H -3.73 8.26 -2.76
C 1.52 7.12 5.10
C 2.08 7.09 3.65
N 3.13 6.10 3.46
C 4.31 6.28 4.30
C 5.09 7.66 4.13
C 3.47 5.99 2.03
C 2.35 5.54 1.05
H 1.44 6.13 5.54
H 0.54 7.59 5.12
H 2.12 7.75 5.76
H 1.24 6.85 2.99
H 2.43 8.08 3.35
H 4.03 6.18 5.35
H 4.96 5.43 4.12
H 5.84 7.75 4.91
H 5.62 7.80 3.18
H 4.39 8.47 4.33
H 4.26 5.26 1.88
H 3.93 6.92 1.68
H 1.38 6.04 1.10
H 2.19 4.46 1.03
H 2.62 5.70 0.01
C -3.46 4.47 5.45
C -4.37 3.59 4.52
N -4.48 4.18 3.19
C -3.22 4.43 2.45
C -2.59 3.14 1.98
C -5.55 3.55 2.43
C -5.86 4.25 1.08
H -2.41 4.29 5.22
H -3.54 4.27 6.52
H -3.63 5.53 5.27
H -4.08 2.54 4.50
H -5.37 3.69 4.93
H -3.33 5.19 1.67
H -2.57 4.85 3.22
H -3.07 2.87 1.04
H -1.52 3.25 1.77
H -2.69 2.29 2.65
H -6.41 3.71 3.08
H -5.27 2.49 2.36
H -6.62 3.70 0.53
H -5.04 4.11 0.38
H -6.12 5.31 1.10
C -4.40 -6.02 -7.25
C -4.71 -4.69 -6.49
N -3.90 -3.53 -6.93
C -2.38 -3.74 -6.92
C -1.69 -2.58 -7.70
C -4.35 -2.29 -6.36
C -3.86 -2.06 -4.99
H -4.33 -5.79 -8.31
H -5.24 -6.69 -7.08
H -3.45 -6.37 -6.85
H -5.72 -4.42 -6.78
H -4.64 -4.89 -5.42
H -2.18 -4.62 -7.53
H -1.95 -3.90 -5.94
H -2.27 -2.33 -8.59
H -0.66 -2.79 -7.99
H -1.66 -1.67 -7.10
H -4.07 -1.42 -6.95
H -5.44 -2.27 -6.36
H -2.78 -1.94 -4.86
H -4.14 -1.11 -4.54
H -4.12 -2.90 -4.35
C 0.21 -4.39 -2.06
C -1.20 -4.71 -2.56
N -1.60 -6.10 -2.43
C -2.80 -6.37 -3.19
C -3.02 -7.92 -3.37
C -1.59 -6.72 -1.13
C -2.47 -6.04 -0.03
H 0.88 -5.16 -2.44
H 0.27 -4.43 -0.97
H 0.46 -3.38 -2.38
H -1.89 -4.04 -2.04
H -1.19 -4.44 -3.61
H -3.66 -5.83 -2.81
H -2.55 -6.02 -4.19
H -2.16 -8.46 -3.77
H -3.44 -8.31 -2.44
H -3.85 -8.05 -4.06
H -0.55 -6.67 -0.81
H -1.82 -7.78 -1.15
H -3.50 -5.93 -0.36
H -2.15 -5.07 0.35
H -2.44 -6.71 0.83
C 8.34 -1.93 1.20
C 7.34 -0.79 1.12
N 6.74 -0.59 2.45
C 5.89 -1.73 2.91
C 5.66 -1.83 4.43
C 6.19 0.72 2.65
C 5.17 1.09 1.55
H 9.01 -1.89 0.34
H 7.86 -2.91 1.22
H 9.02 -1.80 2.03
H 8.05 0.00 0.86
H 6.65 -0.73 0.28
H 4.90 -1.72 2.45
H 6.32 -2.67 2.57
H 5.11 -1.01 4.90
H 5.26 -2.76 4.83
H 6.69 -1.85 4.79
H 7.02 1.42 2.66
H 5.73 0.81 3.63
H 4.77 2.07 1.80
H 4.38 0.35 1.58
H 5.62 1.16 0.56
C 4.96 -2.93 -3.75
C 3.80 -3.49 -2.98
N 4.01 -3.64 -1.48
C 5.07 -4.63 -1.16
C 4.43 -6.04 -1.24
C 4.31 -2.39 -0.79
C 3.20 -1.39 -0.93
H 4.83 -1.85 -3.86
H 5.08 -3.38 -4.73
H 5.95 -3.17 -3.37
H 2.85 -2.97 -3.11
H 3.57 -4.48 -3.38
H 5.97 -4.53 -1.76
H 5.54 -4.53 -0.18
H 3.76 -6.22 -2.08
H 5.28 -6.70 -1.38
H 3.96 -6.27 -0.28
H 5.24 -2.08 -1.26
H 4.48 -2.63 0.26
H 3.26 -1.09 -1.98
H 3.36 -0.53 -0.28
H 2.20 -1.76 -0.69
C -1.83 -2.29 2.08
C -1.49 -0.87 1.56
N -0.57 -0.80 0.43
C -1.07 -1.57 -0.76
C -2.34 -1.05 -1.35
C -0.22 0.59 0.17
C 0.78 1.13 1.12
H -2.19 -3.00 1.33
H -2.68 -2.24 2.76
H -0.96 -2.70 2.58
H -2.45 -0.40 1.31
H -1.08 -0.27 2.37
H -1.16 -2.62 -0.50
H -0.18 -1.48 -1.38
H -3.28 -1.29 -0.86
H -2.45 -1.54 -2.31
H -2.39 0.03 -1.54
H 0.24 0.75 -0.81
H -1.13 1.17 0.12
H 1.72 0.60 1.28
H 1.09 2.07 0.67
H 0.36 1.25 2.12
C 2.46 -3.74 1.90
C 3.16 -4.75 2.42
C 3.24 -5.02 3.80
C 2.51 -4.21 4.69
C 1.82 -3.12 4.12
C 1.84 -2.85 2.73
N 2.43 -4.57 6.14
O 2.20 -3.65 6.94
O 2.50 -5.74 6.47
H 2.46 -3.56 0.83
H 3.60 -5.45 1.73
H 3.83 -5.87 4.10
H 1.22 -2.47 4.74
H 1.38 -1.92 2.42
C 2.84 2.62 4.07
C 2.91 1.24 4.30
C 1.73 0.57 4.64
C 0.49 1.16 4.75
C 0.44 2.54 4.56
C 1.57 3.26 4.16
N -0.78 0.42 5.11
O -0.69 -0.82 5.21
O -1.81 1.09 5.34
H 3.75 3.16 3.86
H 3.87 0.75 4.23
H 1.81 -0.49 4.82
H -0.51 3.04 4.72
H 1.46 4.31 3.97
C 0.47 2.68 -4.94
C 1.08 2.09 -6.06
C 1.17 0.71 -6.22
C 0.79 -0.04 -5.10
C 0.08 0.51 -4.04
C -0.02 1.87 -3.93
N 0.86 -1.48 -5.19
O 1.97 -1.88 -5.61
O -0.07 -2.18 -4.77
H 0.47 3.75 -4.84
H 1.42 2.66 -6.92
H 1.60 0.32 -7.13
H -0.29 -0.17 -3.29
H -0.44 2.31 -3.04
C -4.56 -0.87 5.35
C -4.42 -0.36 6.56
C -4.79 -1.16 7.63
C -5.39 -2.38 7.52
C -5.51 -2.90 6.15
C -5.16 -2.10 5.11
N -5.80 -3.23 8.69
O -6.51 -4.21 8.42
O -5.37 -2.99 9.80
H -4.20 -0.33 4.48
H -3.99 0.61 6.79
H -4.59 -0.82 8.64
H -5.92 -3.88 5.92
H -5.23 -2.51 4.12
C -6.01 -3.17 -2.39
C -6.43 -1.97 -2.83
C -6.36 -0.89 -1.98
C -5.91 -1.03 -0.68
C -5.50 -2.30 -0.20
C -5.48 -3.35 -1.14
N -5.88 0.20 0.22
O -6.43 1.25 -0.16
O -5.41 0.07 1.36
H -6.16 -4.01 -3.05
H -6.89 -1.99 -3.81
H -6.60 0.12 -2.26
H -5.26 -2.40 0.85
H -5.15 -4.33 -0.85
C 6.25 1.88 -4.72
C 4.97 1.30 -4.78
C 4.08 1.54 -3.77
C 4.42 2.37 -2.71
C 5.70 2.97 -2.66
C 6.63 2.71 -3.66
N 3.38 2.49 -1.61
O 2.28 1.97 -1.71
O 3.66 3.09 -0.56
H 6.94 1.62 -5.51
H 4.73 0.59 -5.56
H 3.14 1.00 -3.80
H 6.03 3.50 -1.78
H 7.59 3.20 -3.58
*
```


[6]
ORCA calculation (ωB97M-V with the def2-TZVPD basis set) on C52H52N6O2PV as an isolated structure in a non-equilibrium geometry.

Properties
LUMO energy (alpha / beta) (eV): -5.86 / -5.84
Orbital gap (alpha / beta) (eV): 7.256 / 7.279
Energy above the lowest of the compared OMol25 structures with the same formula, charge and spin (kJ/mol): 217.3

Geometry as ORCA input:
```
! RIJCOSX wB97M-V def2-TZVPD def2/J DEFGRID3
* xyz 2 3
V -0.23 0.35 1.05
C 0.74 -6.26 0.58
C 1.69 -5.85 1.74
C 2.31 -6.83 2.52
C 3.17 -6.47 3.56
C 3.49 -5.12 3.73
C 2.94 -4.14 2.87
C 1.96 -4.48 1.92
N 1.41 -3.51 1.02
C 0.71 -2.39 1.42
N 0.48 -2.30 2.80
C -0.17 -1.21 3.48
C -0.67 -0.13 2.74
C -1.32 0.92 3.47
C -1.47 0.89 4.82
C -0.99 -0.20 5.51
C -0.34 -1.27 4.87
C 0.25 -2.43 5.72
N 0.32 -1.47 0.52
C 0.15 -1.95 -0.86
C -0.67 -3.06 -1.17
C -0.73 -3.64 -2.47
C -0.11 -2.95 -3.55
C 0.55 -1.72 -3.33
C 0.73 -1.28 -1.98
C 1.42 0.07 -1.83
H -0.13 -5.55 0.45
H 0.35 -7.26 0.79
H 1.28 -6.36 -0.37
H 2.14 -7.88 2.38
H 3.55 -7.25 4.25
H 4.16 -4.75 4.49
H 3.25 -3.13 3.09
H 1.61 -3.60 0.05
H 0.86 -3.02 3.38
H -1.82 1.73 2.94
H -1.93 1.76 5.30
H -1.14 -0.27 6.55
H 0.21 -2.06 6.78
H 1.28 -2.64 5.48
H -0.33 -3.38 5.75
H -1.20 -3.52 -0.35
H -1.17 -4.64 -2.52
H -0.03 -3.40 -4.56
H 0.94 -1.04 -4.11
H 0.86 0.72 -2.46
H 2.50 0.17 -2.07
H 1.26 0.37 -0.77
C -4.64 0.70 0.76
C -3.86 -0.30 -0.07
C -4.77 -1.08 -0.97
C -2.62 0.34 -0.84
C -2.99 1.37 -1.95
O -2.62 2.68 -1.38
C -1.81 2.43 -0.26
N -1.73 1.13 0.08
C -1.50 3.56 0.53
C -2.36 4.68 0.49
C -2.04 5.93 1.05
C -0.80 6.04 1.66
C 0.12 5.00 1.61
C -0.21 3.73 1.13
P 1.02 2.46 1.34
C 2.29 3.05 0.20
C 2.00 3.19 -1.16
C 3.02 3.33 -2.08
C 4.35 3.53 -1.65
C 4.59 3.56 -0.27
C 3.57 3.36 0.63
C 1.85 2.28 2.95
C 1.26 2.99 4.05
C 1.84 2.98 5.30
C 2.95 2.19 5.58
C 3.46 1.38 4.51
C 2.98 1.46 3.20
H -5.36 0.07 1.36
H -5.28 1.42 0.23
H -3.99 1.18 1.49
H -3.41 -0.97 0.71
H -5.59 -0.40 -1.40
H -5.30 -1.93 -0.41
H -4.36 -1.53 -1.83
H -2.05 -0.56 -1.18
H -4.04 1.51 -1.96
H -2.54 1.13 -2.96
H -3.27 4.61 -0.09
H -2.68 6.78 1.00
H -0.56 6.90 2.21
H 1.14 5.20 1.91
H 0.96 3.20 -1.57
H 2.82 3.32 -3.16
H 5.19 3.62 -2.35
H 5.60 3.71 0.15
H 3.77 3.31 1.70
H 0.44 3.65 3.91
H 1.41 3.62 6.09
H 3.41 2.20 6.57
H 4.37 0.75 4.72
H 3.54 1.06 2.33
N -3.06 -1.47 -8.23
C -2.54 -0.31 -8.81
O -2.82 0.03 -9.96
C -1.43 0.32 -8.00
C -1.21 1.68 -8.18
C -0.20 2.34 -7.50
C 0.55 1.62 -6.57
N 0.35 0.34 -6.32
C -0.65 -0.27 -6.94
H -3.87 -1.83 -8.76
H -3.34 -1.34 -7.23
H -1.83 2.27 -8.80
H -0.12 3.44 -7.56
H 1.36 2.12 -6.03
H -0.82 -1.31 -6.69
*
```